ORCA calculation (ωB97M-V with the def2-TZVPD basis set) on C17H37AlNO9 as an isolated structure at a distorted geometry.

Last column: natural (NBO) charge in e.
CARTESIAN COORDINATES (ANGSTROEM)
C1 2.187 -2.184 -1.642  -0.4497
C2 1.920 -1.008 -2.248  -0.6950
Al1 0.555 0.383 -1.607  1.2352
N1 -1.269 -0.160 -1.823  -1.1048
C3 -1.348 -1.618 -1.689  -0.2135
C4 -2.782 -2.153 -1.600  -0.3942
C5 -2.764 -3.680 -1.776  -0.6076
H1 1.356 -2.862 -1.447  0.1722
H2 3.171 -2.523 -1.309  0.1569
H3 2.492 -0.711 -3.136  0.1813
H4 0.804 1.797 -2.377  -0.4353
H5 0.801 0.587 -0.021  -0.4433
H6 -1.488 0.026 -2.800  0.3320
H7 -0.880 -2.128 -2.546  0.1455
H8 -0.832 -1.923 -0.775  0.1736
H9 -3.139 -1.959 -0.587  0.1868
H10 -3.424 -1.685 -2.344  0.1851
H11 -1.973 -4.078 -1.139  0.1974
H12 -3.714 -4.146 -1.521  0.1913
H13 -2.489 -3.910 -2.805  0.1926
C6 0.605 3.743 1.290  -0.6388
C7 2.008 3.358 0.888  -0.0767
O1 2.986 4.342 1.321  -0.4922
C8 3.323 4.313 2.593  0.9857
O2 2.924 3.555 3.442  -0.6651
O3 4.215 5.295 2.811  -0.5048
C9 4.614 5.426 4.172  -0.2537
H14 0.366 4.746 0.930  0.1984
H15 -0.102 3.032 0.865  0.2534
H16 0.488 3.744 2.374  0.2049
H17 2.086 3.330 -0.195  0.2143
H18 2.277 2.374 1.264  0.2117
H19 4.973 4.478 4.568  0.1934
H20 3.786 5.790 4.779  0.1831
H21 5.420 6.155 4.185  0.1864
C10 -4.540 2.577 6.949  -0.6391
C11 -3.900 3.940 6.796  -0.0693
O4 -2.508 3.923 7.139  -0.5028
C12 -1.705 3.398 6.204  0.9779
O5 -2.054 2.981 5.133  -0.6375
O6 -0.460 3.425 6.669  -0.5003
C13 0.514 2.826 5.799  -0.2553
H22 -4.371 2.190 7.955  0.2064
H23 -5.613 2.642 6.772  0.2125
H24 -4.116 1.867 6.242  0.2324
H25 -4.353 4.651 7.487  0.1823
H26 -4.027 4.328 5.786  0.1961
H27 0.467 3.252 4.801  0.2114
H28 0.364 1.749 5.752  0.1893
H29 1.486 3.039 6.231  0.1953
C14 -1.571 -5.711 -7.291  -0.6393
C15 -0.182 -6.058 -7.784  -0.0679
O7 0.768 -5.031 -7.477  -0.5014
C16 1.184 -5.008 -6.204  0.9817
O8 0.851 -5.784 -5.346  -0.6518
O9 2.024 -3.993 -6.064  -0.4946
C17 2.495 -3.785 -4.721  -0.2621
H30 -1.878 -4.739 -7.679  0.2115
H31 -2.288 -6.465 -7.619  0.2087
H32 -1.597 -5.660 -6.204  0.2327
H33 -0.175 -6.136 -8.871  0.1814
H34 0.158 -7.011 -7.378  0.1905
H35 2.922 -4.700 -4.315  0.1877
H36 1.688 -3.431 -4.085  0.2186
H37 3.264 -3.021 -4.773  0.1985

The HOMO-LUMO gap comes out at 6.38 eV. Its max |F| is 1.986 eV/Å. Its net charge is -1.